Formula: C23H42Cl2N3OSi
Source: the OMol25 dataset
Level of theory: the ωB97M-V functional and the def2-TZVPD basis

XYZ file:
```
72
Properties=species:S:1:pos:R:3:lowdin_charge:R:1
C -3.4720 -0.8994 3.2920 -0.131
C -3.4154 0.2675 2.1499 -0.566
Cl -4.1476 1.9380 2.6337 0.469
C -2.7956 0.0677 0.7820 -0.479
Cl -2.8186 1.6037 -0.3010 0.529
C -2.1139 -1.3829 0.3036 -0.386
Si -1.6809 -1.2119 -1.6073 0.518
C -3.2861 -0.8373 -2.6783 -0.228
C -0.2487 0.0220 -1.9635 -0.262
C -1.0664 -2.9487 -2.2920 -0.197
C -3.1534 -2.6486 0.3872 -0.101
C -2.4866 -4.0754 0.8342 -0.392
C -3.0533 -5.1999 -0.2705 -0.067
C -3.1120 -4.6137 2.2895 -0.055
N -0.9878 -4.1585 0.7478 -0.151
O -0.5245 -5.3912 1.0264 -0.037
C -0.2520 -3.0705 1.4748 -0.398
C 1.3237 -3.1406 0.9107 -0.064
C -0.0860 -3.3425 3.1173 -0.061
C -0.7487 -1.5404 1.1936 -0.106
H -4.4827 -1.5115 3.1194 0.098
H -3.5419 -0.4817 4.3928 0.093
H -2.6030 -1.6796 3.2687 0.043
H -4.0799 -0.2013 -2.0975 0.025
H -3.7749 -1.8883 -2.9212 0.041
H -2.9795 -0.3595 -3.7213 0.063
H -0.5072 0.8136 -2.7941 0.046
H 0.1482 0.5944 -0.9940 0.042
H 0.6994 -0.5922 -2.3500 0.039
H -2.0323 -3.6054 -2.3659 0.027
H -0.1992 -3.4076 -1.6563 0.031
H -0.7339 -2.7214 -3.4114 0.069
H -3.6114 -2.7915 -0.7065 0.097
H -4.0893 -2.4743 1.0842 0.121
H -4.1182 -4.9273 -0.6766 0.097
H -2.2405 -5.3642 -1.0960 0.081
H -3.0966 -6.2197 0.3488 0.093
H -3.0829 -3.8003 3.1293 0.057
H -2.6209 -5.6374 2.5720 0.097
H -4.2583 -4.8432 2.0734 0.103
H 1.8405 -3.9657 1.6012 0.091
H 1.3984 -3.5493 -0.1824 0.082
H 1.9085 -2.1429 1.1077 0.092
H 0.7886 -2.6361 3.4878 0.102
H -1.0789 -3.1731 3.7117 0.058
H 0.2429 -4.4671 3.3450 0.104
H -0.7972 -1.0016 2.2581 0.128
H 0.1180 -0.9579 0.6148 0.103
C 3.1735 3.8020 -2.8862 -0.123
C 3.4054 2.5981 -1.9788 -0.279
C 3.7392 1.3230 -2.7557 -0.188
C 2.5867 0.9693 -3.6815 -0.162
N 1.6306 0.6759 -4.4496 0.114
H 2.3152 3.6499 -3.5482 0.069
H 2.9670 4.6948 -2.2876 0.056
H 4.0555 4.0027 -3.5051 0.078
H 2.5092 2.4372 -1.3671 0.104
H 4.2281 2.8243 -1.2915 0.097
H 3.9097 0.4937 -2.0611 0.111
H 4.6493 1.4612 -3.3494 0.117
C 3.2072 8.2565 0.4561 -0.115
C 3.1210 6.9655 1.2639 -0.278
C 4.4796 6.2860 1.4464 -0.194
C 5.0599 5.9256 0.0886 -0.154
N 5.5414 5.6266 -1.0379 0.118
H 3.5627 8.0729 -0.5627 0.070
H 2.2194 8.7212 0.3760 0.074
H 3.8841 8.9739 0.9339 0.078
H 2.4263 6.2797 0.7635 0.110
H 2.6978 7.1902 2.2492 0.110
H 4.3666 5.3743 2.0424 0.112
H 5.1749 6.9504 1.9708 0.116
```

The value obtained for the HOMO energy (alpha / beta) is -8.930 / -8.930 eV. Its charge is 0. Its expectation value of S² is 0.755. As for the spin multiplicity: 2. The calculation puts the gap between HOMO and LUMO (alpha / beta) at 9.2707 / 8.5065 eV. The calculation puts the electronic energy at -2350.5711 hartree.

***

Formula: C14H39N3O7V2
Source: the OMol25 dataset
Level of theory: the ωB97M-V functional and the def2-TZVPD basis

XYZ file:
```
65
Properties=species:S:1:pos:R:3:lowdin_charge:R:1
O -1.3914 1.8030 -0.9107 -0.230
V -0.8269 0.6360 -0.0448 1.049
O 1.6707 -2.6751 -2.1713 -0.214
V 1.7872 -1.1229 -2.4838 1.298
O 0.1011 -0.3801 -1.5503 -0.386
H -0.7537 -0.4309 -2.0075 -0.005
C 4.9658 -1.3936 -0.3345 -0.067
C 3.7542 -0.7140 0.2811 -0.367
O 2.6689 -0.5252 -0.5845 -0.357
H 5.2495 -0.9609 -1.2951 0.071
H 4.8472 -2.4778 -0.3214 0.082
H 5.8862 -1.3098 0.2509 0.089
H 4.0172 0.2041 0.8191 0.117
H 3.4141 -1.3903 1.0781 0.100
C -2.8052 -1.9883 -2.1356 -0.030
C -3.2882 -0.6041 -1.6967 -0.395
C -4.7823 -0.4777 -1.8941 -0.207
O -5.2130 0.8178 -1.5539 -0.181
C -6.6350 0.8915 -1.5081 -0.074
N -2.7564 -0.3778 -0.3217 0.006
H -1.7332 -2.0814 -2.2796 0.063
H -3.3435 -2.2266 -3.0572 0.101
H -3.2066 -2.7726 -1.4888 0.102
H -2.8445 0.1581 -2.3457 0.141
H -5.3470 -1.2724 -1.3921 0.147
H -4.9648 -0.4992 -2.9751 0.149
H -7.0859 1.8786 -1.5170 0.099
H -7.0115 0.2852 -0.6803 0.095
H -7.0471 0.3967 -2.3965 0.094
H -3.3410 0.4262 -0.0376 0.110
H -3.2564 -1.0708 0.2428 0.130
C 0.5716 -2.9814 0.8647 -0.035
C -0.0400 -2.0104 1.8992 -0.389
C 0.3223 -2.2961 3.3506 -0.181
O -0.2345 -1.4058 4.3027 -0.170
C -1.6245 -1.4944 4.4647 -0.104
N 0.1742 -0.6082 1.5212 0.011
H 0.1617 -2.6754 -0.0981 0.051
H 0.3023 -4.0252 1.0208 0.103
H 1.6632 -2.9860 0.8144 0.081
H -1.0488 -2.3932 1.7117 0.127
H 1.3908 -2.2327 3.5773 0.141
H 0.1374 -3.3411 3.6205 0.143
H -1.9083 -2.4022 5.0077 0.102
H -2.2311 -1.4369 3.5544 0.075
H -1.9621 -0.6869 5.1151 0.098
H 0.4020 -0.0494 2.3477 0.114
H 1.0799 -0.5521 1.0335 0.059
C 0.8936 4.1870 0.6881 -0.040
C 1.3075 3.2165 -0.3960 -0.393
C 2.7663 3.4818 -0.7405 -0.190
O 3.3131 2.4629 -1.5481 -0.220
C 4.7224 2.4803 -1.6720 -0.078
N 1.1558 1.8516 0.1464 0.013
H -0.1983 4.2284 0.7052 0.085
H 1.2141 5.2164 0.5309 0.099
H 1.2308 3.8638 1.6737 0.092
H 0.6679 3.3320 -1.2715 0.143
H 3.3461 3.4699 0.1936 0.138
H 2.8827 4.4765 -1.1803 0.147
H 5.0820 1.6351 -2.2570 0.084
H 5.2628 2.5402 -0.7257 0.100
H 4.8993 3.3513 -2.3140 0.102
H 1.7166 1.2931 -0.5186 0.046
H 1.8528 1.7450 0.8897 0.113
```

The value obtained for the HOMO energy (alpha / beta) is -15.098 / -15.099 eV. Its charge is +2. Its expectation value of S² is 2.077. The calculation puts the relative energy (zero: lowest compared OMol25 entry of this formula, charge and spin) at 34.6 kcal/mol. As for the spin multiplicity: 3. The calculation puts the gap between HOMO and LUMO (alpha / beta) at 6.6061 / 6.9952 eV. The calculation puts the electronic energy at -3135.1610 hartree.

***

Formula: C31H32As2BrF5O10RuSe2
Source: the OMol25 dataset
Level of theory: the ωB97M-V functional and the def2-TZVPD basis

XYZ file:
```
84
Properties=species:S:1:pos:R:3:lowdin_charge:R:1
Ru 1.1629 -0.8261 -0.9564 0.561
O -1.8540 -2.0147 -2.3050 -0.152
C -1.7023 -3.2657 -2.9351 -0.217
C -0.3250 -3.9730 -2.9200 -0.558
C -0.6276 -5.2835 -3.6681 -0.236
O 0.4948 -6.1549 -3.8256 -0.060
C 0.1876 -4.3376 -1.5339 -0.516
Se 0.4317 -2.9896 -0.1545 0.723
C 0.7918 -3.2563 -3.6942 -0.528
Se 1.3140 -1.3944 -3.3504 0.750
H -2.1038 -2.1293 -1.3814 -0.001
H -1.9614 -3.1108 -3.9876 0.125
H -2.4292 -3.9747 -2.5127 0.132
H -1.0632 -5.0367 -4.6426 0.120
H -1.3669 -5.8591 -3.1078 0.123
H 1.1648 -5.6945 -4.3377 0.071
H 1.1777 -4.7801 -1.6276 0.052
H -0.4586 -5.0863 -1.0769 0.060
H 0.5400 -3.2493 -4.7587 0.057
H 1.7211 -3.8103 -3.5603 0.048
Br 3.2816 5.3485 -2.8787 0.665
C 2.7610 3.5573 -2.4781 -0.702
C 3.6267 2.7414 -1.7690 -0.136
C 3.2236 1.4517 -1.4359 -0.120
C 1.9642 0.9422 -1.7846 -0.363
C 1.1602 1.7933 -2.5614 -0.183
C 1.5334 3.0938 -2.8983 -0.134
H 4.6017 3.1104 -1.4712 0.096
H 3.9130 0.8426 -0.8631 0.084
H 0.2031 1.4425 -2.9201 0.067
H 0.8604 3.7344 -3.4545 0.099
C 3.0184 2.2802 1.9294 -0.024
O 1.7570 2.7329 1.4252 -0.049
C 1.0244 1.7898 0.8097 -0.578
O 1.4527 0.6227 0.6962 -0.142
C -0.2134 2.1896 0.2338 -0.305
C -1.1053 3.1742 0.7257 -0.268
As -1.2509 2.7967 2.6136 1.341
C -2.8031 3.7881 3.3036 -0.288
C -2.1251 0.9953 2.3282 -0.273
C -1.7874 0.0947 1.4073 -0.177
As -0.8956 0.5326 -0.3820 1.311
C -2.5536 0.8488 -1.3321 -0.207
C -2.3512 -1.3075 1.3030 -0.513
O -2.6165 -1.7605 0.2236 0.044
O -2.4569 -2.1699 2.3248 -0.002
C -1.9424 -1.9451 3.6432 -0.024
C -3.3767 0.7909 3.1468 -0.554
O -4.4256 0.5196 2.6418 0.156
O -3.3463 1.0580 4.4736 -0.058
C -2.1036 1.1185 5.1922 -0.089
C -2.0804 3.7969 -0.1414 -0.525
O -1.9818 3.9096 -1.3492 0.085
O -3.1628 4.3195 0.5054 -0.093
C -4.0940 4.9817 -0.3514 -0.048
H 3.5139 3.1633 2.3223 0.095
H 3.6120 1.8327 1.1359 0.078
H 2.8811 1.5415 2.7202 0.100
H -2.6747 4.8140 2.9706 0.024
H -2.7878 3.7636 4.3906 0.012
H -3.7551 3.4153 2.9336 0.036
H -3.3423 1.0591 -0.6150 0.045
H -2.7833 -0.0521 -1.8873 0.017
H -2.4162 1.6914 -2.0008 0.028
H -2.6778 -1.4535 4.2669 0.080
H -1.0133 -1.3809 3.6184 0.098
H -1.7463 -2.9309 4.0525 0.101
H -2.0253 2.0893 5.6731 0.081
H -1.2418 0.9721 4.5515 0.051
H -2.1153 0.3432 5.9551 0.095
H -4.9156 5.2957 0.2872 0.091
H -4.4589 4.3126 -1.1278 0.094
H -3.6384 5.8447 -0.8327 0.095
F 4.2796 -1.4821 -2.1429 0.046
C 4.2005 -1.6532 -0.8180 -0.266
C 3.0074 -1.4627 -0.1508 -0.178
C 3.0600 -1.7246 1.2212 -0.301
F 1.9718 -1.7332 1.9983 0.005
C 4.2233 -2.0661 1.8788 -0.162
F 4.2307 -2.2767 3.1989 0.100
C 5.3935 -2.2023 1.1683 -0.160
F 6.5289 -2.5298 1.7918 0.104
C 5.3778 -2.0117 -0.1906 -0.159
F 6.5083 -2.1672 -0.8888 0.103
```

The value obtained for the HOMO energy (alpha / beta) is -3.981 / -3.597 eV. Its charge is -1. Its expectation value of S² is 0.785. As for the spin multiplicity: 2. The calculation puts the gap between HOMO and LUMO (alpha / beta) at 3.8584 / 3.6814 eV. The calculation puts the electronic energy at -14395.3921 hartree.

***

Formula: C19H30ClN2O3
Source: the OMol25 dataset
Level of theory: the ωB97M-V functional and the def2-TZVPD basis

XYZ file:
```
55
Properties=species:S:1:pos:R:3:lowdin_charge:R:1
C 0.4381 2.2909 2.8413 -0.086
C -0.2396 2.4251 1.4647 -0.262
C -1.0107 1.1758 1.0388 -0.637
Cl -2.3412 1.6237 -0.0838 0.681
C -0.2146 0.0231 0.3769 -0.330
C -0.8286 -1.3163 0.7710 -0.134
C -0.0945 -2.4723 0.1305 -0.077
N 1.3843 -2.4931 0.4261 -0.054
C 1.7590 -3.1907 1.7182 -0.131
C 1.3218 -2.5044 3.0010 -0.040
C 2.0919 -1.1551 0.2217 -0.210
C 2.5021 -1.0628 -1.2444 -0.014
C 3.5749 -0.0264 -1.5253 -0.439
O 3.9466 0.2501 -2.6129 0.200
O 4.0628 0.5585 -0.3737 0.046
C 5.3284 0.1135 0.0857 -0.446
C 6.4953 0.6020 -0.7115 0.042
O 5.3499 -0.5805 1.0419 0.169
C 1.2846 0.0665 0.6787 -0.087
H 0.1174 1.3852 3.3638 0.073
H 1.5256 2.2533 2.7665 0.071
H 0.1931 3.1390 3.4781 0.079
H 0.4908 2.6994 0.7002 0.111
H -0.9601 3.2400 1.4942 0.096
H -1.5221 0.7746 1.9159 0.102
H -0.3530 0.1342 -0.7041 0.126
H -1.8553 -1.3604 0.3980 0.135
H -0.8877 -1.4179 1.8556 0.116
H -0.1871 -2.4010 -0.9555 0.144
H -0.4887 -3.4427 0.4318 0.141
H 1.7753 -3.1055 -0.2895 0.165
H 2.8430 -3.2958 1.6787 0.136
H 1.3130 -4.1827 1.6444 0.133
H 1.9757 -2.8375 3.8058 0.097
H 0.3019 -2.7638 3.2772 0.086
H 1.4051 -1.4214 2.9482 0.071
H 2.9906 -1.2263 0.8362 0.136
H 2.9323 -2.0058 -1.6046 0.147
H 1.6528 -0.8392 -1.8953 0.145
H 6.7630 -0.1632 -1.4430 0.109
H 6.2651 1.5231 -1.2371 0.098
H 7.3385 0.7371 -0.0369 0.103
H 1.4729 0.2528 1.7341 0.102
H 1.7205 0.9198 0.1560 0.128
N -6.8648 1.2325 -1.3931 0.053
C -7.8190 1.5876 -2.2498 -0.151
C -7.5653 2.0286 -3.5412 -0.070
C -6.2499 2.1055 -3.9672 -0.080
C -5.2455 1.7385 -3.0851 -0.078
C -5.6056 1.3116 -1.8160 -0.174
H -8.8372 1.5165 -1.8841 0.105
H -8.3829 2.3047 -4.1927 0.103
H -6.0120 2.4464 -4.9665 0.106
H -4.2029 1.7860 -3.3710 0.096
H -4.8480 1.0193 -1.0968 0.048
```

The value obtained for the HOMO energy is -11.198 eV. Its charge is +1. As for the spin multiplicity: 1. The calculation puts the gap between HOMO and LUMO at 8.3115 eV. The calculation puts the electronic energy at -1537.1816 hartree.

***

Formula: C6H8
Source: the OMol25 dataset
Level of theory: the ωB97M-V functional and the def2-TZVPD basis

XYZ file:
```
14
Properties=species:S:1:pos:R:3:lowdin_charge:R:1
C 2.0144 0.8488 -0.2257 0.072
C 1.6201 -0.2504 0.1470 -0.182
C 0.6675 -1.1969 0.5126 -0.170
C -0.5610 -1.3135 -0.3259 -0.169
C -0.8356 -0.0866 0.4189 -0.242
C -0.7061 1.2581 -0.1559 -0.099
H 2.6486 1.4592 -0.8132 0.016
H 0.7748 -1.7805 1.4238 0.112
H -0.4263 -1.1947 -1.3973 0.121
H -1.1806 -2.1648 -0.0767 0.110
H -1.3021 -0.0926 1.3955 0.128
H -0.3498 1.3984 -1.1778 0.084
H -0.5266 2.1123 0.5143 0.093
H -1.8372 1.0033 -0.2396 0.127
```

The value obtained for the HOMO energy is -7.719 eV. As for the SMILES: C#C[C@@H]1C[C@@H]1C. Its charge is 0. The calculation puts the relative energy (zero: lowest compared OMol25 entry of this formula, charge and spin) at 91.6 kcal/mol. As for the spin multiplicity: 1. The calculation puts the gap between HOMO and LUMO at 8.7930 eV. The calculation puts the electronic energy at -233.2410 hartree.